97
Properties=species:S:1:pos:R:3:forces:R:3:mulliken_charge:R:1 method="wB97M-V/def2-TZVPD" e_tot_ev=-200333.5225 homo_ev=-12.62 charge=+2
As -3.448 0.095 0.607 0.39 -0.01 0.05 0.86
As -0.449 1.344 0.195 -0.07 -0.10 -0.03 1.72
Sc -1.099 -1.493 0.656 -0.48 -0.07 0.13 0.22
O 5.165 1.141 4.078 0.00 -0.03 -0.07 -0.63
O -0.773 -5.452 0.170 -0.18 -0.20 -0.06 -0.53
O -0.835 -3.225 -0.018 0.11 -0.44 -0.48 -0.18
O -2.849 -2.846 1.213 0.41 0.12 0.18 -0.12
N 3.654 0.437 2.558 0.00 -0.22 0.07 0.00
N 5.969 0.566 2.031 -0.11 0.02 -0.08 0.04
N 1.133 -1.579 0.911 0.07 -0.06 0.21 0.55
C -3.800 -4.612 -0.171 -0.05 0.03 0.00 -1.61
C -5.394 -1.040 2.350 -0.05 0.02 0.08 -0.49
C -2.022 2.537 0.171 0.06 -0.08 0.03 -1.18
C 0.366 1.603 -1.527 0.01 0.10 -0.01 0.82
C 3.162 -0.588 1.771 0.03 0.19 -0.08 0.03
C -1.361 -4.429 0.308 0.21 0.50 0.01 -0.03
C -7.589 -0.508 0.736 -0.01 -0.03 0.02 -0.70
C -5.222 -0.403 1.123 -0.07 0.01 -0.05 0.75
C 5.897 1.081 -2.173 0.01 -0.01 0.01 0.63
C 1.165 0.591 -2.052 0.04 0.02 -0.03 0.01
C -2.765 -4.282 0.890 0.03 -0.06 -0.01 1.65
C -3.197 1.995 0.978 0.00 -0.03 -0.01 -1.33
C -3.826 1.072 -2.133 0.02 0.01 -0.02 -0.07
C 1.571 1.922 -4.012 0.00 0.00 -0.01 -0.67
C 0.181 2.782 -2.245 0.04 0.01 -0.05 -0.40
C 4.897 1.631 -1.381 -0.03 0.04 0.04 -0.36
C 1.869 -2.423 0.161 -0.07 -0.01 0.09 -0.67
C 4.903 1.495 0.002 0.06 -0.02 -0.01 0.25
C 5.912 0.771 0.621 -0.03 -0.06 0.08 -0.75
C 6.924 0.214 -0.156 0.00 -0.03 -0.04 -0.10
C -2.740 0.102 -4.055 -0.01 0.02 -0.03 -0.71
C -3.306 0.068 -1.320 -0.14 0.02 -0.04 0.33
C 1.778 -0.715 1.705 -0.02 0.04 -0.06 -0.79
C 2.551 3.716 1.945 -0.01 0.01 -0.01 -0.39
C -3.551 1.082 -3.493 0.01 0.00 -0.01 -0.86
C 3.913 -1.482 1.002 0.00 -0.01 0.01 -0.31
C 3.247 -2.394 0.204 0.13 -0.02 -0.03 -1.22
C -6.321 -0.138 0.312 -0.06 -0.09 -0.03 -0.56
C -2.916 -5.114 2.146 -0.02 0.00 0.03 -1.77
C 1.768 0.752 -3.292 0.00 -0.02 -0.02 -1.01
C -6.665 -1.411 2.768 0.00 -0.02 0.01 -0.87
C -7.760 -1.144 1.959 -0.02 0.01 -0.02 -0.57
C 1.112 2.965 3.721 0.01 0.00 0.01 -0.85
C -2.219 -0.905 -3.259 0.00 0.02 0.00 -1.00
C 5.898 1.245 -3.668 -0.02 0.01 -0.02 -1.65
C 0.780 2.937 -3.487 0.01 0.01 -0.01 -0.94
C 6.916 0.379 -1.530 0.04 -0.03 -0.01 -0.79
C -2.513 -0.920 -1.900 0.09 -0.04 -0.12 -0.34
C 4.972 0.738 2.956 0.02 0.05 -0.08 0.12
C 1.784 3.015 1.019 0.04 0.02 0.05 -0.29
C 2.221 3.688 3.292 0.01 0.01 0.01 -0.69
C 0.682 2.287 1.446 -0.01 0.15 -0.01 -0.20
C 0.343 2.270 2.799 0.03 0.03 0.02 -0.19
H 0.637 3.856 -4.042 0.00 -0.03 0.01 0.48
H -2.284 2.666 -0.874 -0.06 0.02 -0.07 0.57
H 4.131 1.963 0.594 0.01 -0.02 0.01 0.20
H -3.682 -3.974 -1.049 0.00 -0.01 -0.01 0.26
H 4.990 -1.477 1.028 0.02 0.02 0.03 0.64
H -8.753 -1.432 2.283 0.03 0.01 0.00 0.43
H -4.437 1.862 -1.711 -0.01 -0.01 0.02 0.50
H 3.410 4.284 1.610 -0.02 -0.02 0.01 0.43
H -3.946 -5.085 2.506 0.01 0.02 0.01 0.45
H -4.120 2.538 0.780 -0.03 0.05 -0.07 0.58
H 3.007 0.806 3.241 -0.02 0.04 0.04 0.17
H 2.396 -0.035 -3.691 -0.02 0.02 0.01 0.52
H -0.524 1.717 3.148 -0.03 -0.03 -0.01 0.28
H -4.806 -4.477 0.233 0.00 0.00 -0.02 0.45
H 1.334 -3.135 -0.445 -0.02 0.00 -0.04 0.61
H 2.053 3.044 -0.030 -0.02 -0.01 -0.01 0.35
H 4.104 2.205 -1.851 0.02 -0.02 0.02 0.36
H 2.825 4.228 4.010 -0.02 -0.02 -0.02 0.44
H 1.343 -0.321 -1.496 -0.02 -0.04 0.04 0.09
H 0.846 2.949 4.770 0.01 0.00 -0.03 0.44
H 3.806 -3.099 -0.396 -0.01 0.02 0.03 0.50
H -2.526 0.122 -5.115 0.00 -0.01 0.03 0.46
H -1.601 -1.684 -3.687 -0.02 0.02 0.00 0.56
H 2.038 2.048 -4.980 -0.01 0.00 0.03 0.52
H 6.832 1.690 -4.015 -0.02 -0.01 0.02 0.46
H -2.247 -4.765 2.933 0.01 -0.01 0.00 0.36
H -0.413 3.594 -1.845 -0.03 0.00 0.03 0.47
H 7.722 -0.346 0.319 -0.03 0.02 -0.01 0.48
H 1.172 -0.056 2.307 -0.05 0.03 0.07 1.07
H 5.793 0.282 -4.172 0.01 0.01 0.02 0.34
H -4.549 -1.217 3.011 0.03 0.02 0.00 0.46
H -6.798 -1.899 3.725 0.00 0.02 -0.02 0.44
H -3.967 1.863 -4.117 0.01 -0.02 0.01 0.46
H 5.081 1.889 -3.996 0.01 0.00 0.02 0.30
H -2.660 -6.147 1.917 -0.02 0.01 0.00 0.44
H 6.878 0.672 2.457 0.09 0.05 0.01 0.30
H -2.159 -1.798 -1.355 -0.14 -0.06 0.06 0.85
H -3.692 -5.652 -0.477 0.01 0.01 0.02 0.44
H -1.696 3.498 0.561 0.02 0.09 0.04 0.82
H -3.010 2.064 2.049 -0.01 0.04 0.08 0.53
H -6.201 0.335 -0.654 0.03 0.03 0.01 0.30
H 7.720 -0.051 -2.117 -0.02 0.02 0.02 0.44
H -3.713 -2.641 1.596 -0.14 0.00 0.00 0.13
H -8.446 -0.302 0.108 0.01 -0.01 0.01 0.44


15
Properties=species:S:1:pos:R:3:forces:R:3:mulliken_charge:R:1 method="wB97M-V/def2-TZVPD" e_tot_ev=-40173.2540 homo_ev=-13.27 charge=+1
S -0.783 1.746 -2.183 0.25 0.63 -0.39 -0.26
S 2.068 -0.952 -1.042 -1.99 1.46 1.75 -0.23
S -1.580 -2.424 0.790 0.12 0.85 0.58 -0.05
N 0.258 1.856 0.266 -2.47 -3.21 -3.17 0.21
N 0.352 1.365 1.446 0.83 -0.95 3.74 -0.41
N -0.972 -0.227 -0.589 -0.10 1.14 -1.95 0.02
C -0.451 1.126 -0.741 -0.13 0.91 -0.67 -0.07
C -1.032 -0.815 0.541 1.73 0.06 3.40 0.18
C -0.027 0.284 1.904 -2.12 -0.63 -4.50 0.12
H -1.496 -2.403 2.170 0.03 0.10 -0.98 0.20
H 0.531 2.783 0.017 0.35 0.62 0.27 0.25
H -0.110 -0.322 2.753 0.47 0.03 1.43 0.39
H 2.870 -1.478 -1.838 2.08 -1.37 -1.95 0.17
H 1.730 0.012 -1.924 0.13 -0.19 0.12 0.15
H -1.358 -0.552 -1.570 0.84 0.53 2.32 0.32


76
Properties=species:S:1:pos:R:3:forces:R:3:mulliken_charge:R:1 method="wB97M-V/def2-TZVPD" e_tot_ev=-50512.1449 homo_ev=-11.79 charge=+1
Si 0.013 0.305 2.929 -1.58 -0.78 -0.56 -0.62
F 6.020 7.794 4.536 0.59 -1.48 -0.44 -0.29
F 9.450 -1.818 1.088 -1.35 0.57 -0.56 -0.30
F 6.009 -2.187 -2.166 0.56 0.78 1.25 -0.30
F 9.336 4.563 5.451 -1.40 0.26 -0.94 -0.29
C 7.739 -2.058 -0.539 -0.49 0.64 0.09 -0.71
C 2.382 2.063 2.941 -0.44 0.35 0.64 -0.06
C -1.697 -0.605 5.175 0.06 0.01 0.18 -0.67
C 6.221 2.184 2.097 -0.84 -0.38 -0.72 -0.71
C 0.662 -0.436 1.326 0.06 -0.08 -0.24 -0.39
C -2.590 1.649 0.243 0.12 0.01 0.30 -0.39
C 6.200 4.255 3.528 -0.34 0.49 0.26 0.26
C -3.201 -0.941 5.115 0.17 0.35 0.02 -0.38
C -3.528 -2.430 5.070 0.00 0.16 0.03 -1.17
C 1.474 -4.278 1.006 0.16 0.12 0.08 -1.40
C 7.730 -0.172 1.037 -0.49 0.00 -0.25 -0.88
C 7.720 6.229 5.007 -0.11 -0.58 -0.30 -0.64
C 5.971 -0.364 -0.635 -0.02 0.39 0.46 -0.83
C -3.723 1.091 -0.609 0.14 0.09 -0.03 -1.40
C 7.449 3.956 4.107 0.28 -0.61 0.47 -0.75
C 6.569 -1.526 -1.094 0.15 -0.68 -0.71 0.33
C -1.362 1.542 2.527 0.23 0.29 0.19 -0.59
C 5.824 1.475 1.003 0.15 0.75 0.91 -0.39
C 1.514 1.132 3.807 0.72 -0.57 -0.63 -0.53
C 0.452 -1.954 1.071 -0.07 0.03 -0.19 -0.54
C 8.161 4.924 4.827 0.61 -0.41 0.45 0.33
C 5.792 5.607 3.603 0.17 -0.16 0.51 -0.71
C -2.532 1.019 1.639 0.05 -0.22 0.20 -0.60
C -0.862 -1.058 3.953 0.70 0.15 0.23 -0.25
C 5.400 3.248 2.689 1.35 1.78 -3.15 0.58
C 3.615 2.684 3.269 0.28 -1.21 1.80 -0.92
C 6.534 6.525 4.364 -1.06 0.83 -0.12 0.30
C 8.284 -1.342 0.529 0.76 -0.13 0.24 0.44
C 1.728 -2.789 1.215 -0.18 0.24 -0.02 -0.22
C 6.530 0.338 0.463 0.96 -1.47 -0.73 0.88
H 4.208 2.138 4.005 -1.03 0.46 1.03 0.44
H -3.670 -0.501 6.005 0.06 -0.07 -0.19 0.42
H 7.902 2.959 4.039 -0.28 0.51 0.21 0.52
H 2.169 -2.618 2.208 -0.04 -0.04 -0.09 0.25
H -1.627 1.495 -0.264 -0.12 0.02 0.03 0.26
H -0.324 -2.362 1.738 0.26 0.09 -0.21 0.08
H 8.201 0.328 1.880 -0.01 -0.28 -0.21 0.49
H 0.998 -4.465 0.041 0.01 0.01 0.03 0.33
H 4.899 1.754 0.498 -0.10 -0.25 0.23 0.39
H -1.782 1.895 3.483 0.22 0.07 -0.22 0.37
H 5.061 0.011 -1.101 0.20 -0.21 0.00 0.45
H 0.199 0.121 0.496 0.18 0.00 0.24 0.33
H 1.032 1.649 4.668 0.77 0.26 -0.42 0.43
H -4.690 1.233 -0.122 0.03 -0.02 0.00 0.33
H -2.485 -0.081 1.535 0.01 0.26 -0.01 0.18
H -3.150 -2.905 4.164 0.02 -0.05 -0.01 0.29
H 1.863 2.413 2.050 -0.16 0.61 0.20 0.44
H 2.464 -2.429 0.481 -0.08 -0.05 0.12 0.23
H 1.734 -0.193 1.303 0.02 -0.15 -0.27 0.32
H -3.109 -2.952 5.932 0.04 0.00 -0.02 0.29
H -0.068 -1.737 4.301 -0.23 -0.11 -0.17 0.52
H -3.751 1.604 -1.569 -0.08 -0.05 -0.05 0.40
H 3.474 3.780 3.362 -0.12 -0.65 -0.11 0.27
H 0.065 -2.084 0.046 0.13 -0.03 0.33 0.46
H 2.417 -4.822 1.032 -0.03 -0.12 -0.02 0.41
H -1.593 0.481 5.329 -0.08 -0.21 0.06 0.27
H 0.830 -4.681 1.790 -0.02 0.01 -0.05 0.32
H 2.108 0.296 4.223 0.05 0.52 0.14 0.47
H -1.274 -1.087 6.068 -0.15 0.19 -0.10 0.40
H -3.652 -0.432 4.251 0.08 -0.10 0.09 0.03
H 7.243 2.071 2.423 -0.22 -0.34 0.54 0.15
H 4.852 3.782 1.900 0.70 -0.04 0.21 0.71
H 8.261 6.950 5.611 -0.10 -0.11 -0.14 0.49
H -4.610 -2.570 5.093 0.04 -0.06 -0.04 0.39
H -3.587 0.025 -0.800 -0.03 0.01 0.03 0.33
H -1.491 -1.657 3.276 0.25 0.29 0.03 0.09
H -3.487 1.221 2.156 0.35 -0.08 -0.20 0.46
H -0.886 2.412 2.051 -0.26 0.08 0.03 0.50
H 4.905 5.959 3.092 -0.10 0.02 0.15 0.46
H -2.712 2.734 0.359 0.05 -0.12 -0.04 0.35
H 8.202 -2.960 -0.927 -0.11 0.17 0.11 0.49


| no. | LUMO (eV) |
| --- | --- |
| 1 | -6.198 |
| 2 | -4.979 |
| 3 | -5.894 |